w.
A 2-piece molecular cluster, C5H15N overall. Source: the Open Molecules 2025 dataset; level of theory: ωB97M-V/def2-TZVPD.

Output
LUMO energy in eV: 0.89
SMILES: CCC.CNC
HOMO level in hartree: -0.34353
Gap between HOMO and LUMO in Eh: 0.376

Last column: Mulliken charge in e.
Positions of all 21 atoms, in Å:
H -1.3602 1.2331 1.6130  0.1949
H 2.2032 -3.0483 -1.6916  0.2057
H -1.1127 3.0509 -0.1243  0.2846
H 1.7091 -4.2074 -0.4356  0.4272
N -0.2230 3.1136 1.7832  -0.3935
H 0.1400 -0.3382 -1.0920  0.0108
C 0.0347 -2.6838 -1.0285  -0.2341
C -0.0894 2.9761 0.3779  -0.6713
H 0.2238 1.9956 -0.0299  0.0938
C 1.4495 -3.2913 -0.7837  -1.0484
H -0.6547 -3.4575 -1.4886  0.3077
H -0.9321 -1.0087 -2.1432  0.3602
H 0.6519 2.7131 2.1155  0.2765
H -2.2484 2.6666 1.8681  0.3176
C 0.0006 -1.1637 -1.7598  -0.7911
H -0.4184 -2.3373 -0.0853  0.1850
H 0.7766 -1.1027 -2.5203  0.3236
H 0.5621 3.7459 -0.0659  0.3192
C -1.3178 2.1652 2.1919  -0.6870
H -1.3726 1.6881 3.2890  0.2617
H 1.9777 -2.7092 0.0105  0.2570

x.
A 2-piece molecular cluster, C5H15N overall. Source: the Open Molecules 2025 dataset; level of theory: ωB97M-V/def2-TZVPD.

Output
LUMO energy in eV: 1.03
SMILES: CCC.CCN
HOMO level in hartree: -0.34358
Gap between HOMO and LUMO in Eh: 0.381

Last column: Mulliken charge in e.
Positions of all 21 atoms, in Å:
H 1.5800 0.3716 -0.2944  0.2668
N 1.2402 0.5511 1.8464  -0.5991
H -0.6969 -1.7975 -0.9338  0.1618
H -2.1705 -2.2977 -1.6488  0.3680
H -1.9891 -0.1175 0.5725  0.0870
C -1.8874 -1.8143 -0.7348  -1.0867
H 0.2371 0.3480 1.7305  0.1748
H 3.5653 0.7635 2.0076  0.3214
H -2.3662 1.5689 -1.1511  0.3031
H -2.6060 0.5310 -2.4082  0.3761
H -2.2227 -2.4814 0.0295  0.3316
C 3.2968 0.8696 0.9197  -1.1252
C -2.0115 0.6243 -1.5445  -1.1932
H 2.1001 -0.9138 0.8073  0.1911
H 4.0567 0.2199 0.2684  0.2788
H -0.9786 0.6784 -1.7947  0.3264
H 3.4410 1.8666 0.5728  0.3473
H 1.2520 1.5773 2.0373  0.2452
H -3.4242 -0.3606 -0.4078  0.3512
C 1.9645 0.2233 0.6469  -0.1027
C -2.3806 -0.4109 -0.5206  -0.0235

y.
A 2-piece molecular cluster, C5H15N overall. Source: the Open Molecules 2025 dataset; level of theory: ωB97M-V/def2-TZVPD.

Output
LUMO energy in eV: 1.03
SMILES: CCC.CCN
HOMO level in hartree: -0.34156
Gap between HOMO and LUMO in Eh: 0.379

Last column: Mulliken charge in e.
Positions of all 21 atoms, in Å:
H 2.0632 -1.3693 -1.5988  0.2323
N 2.8915 -0.5963 -3.3281  -0.5551
H 1.2862 -3.6828 -2.8729  0.3164
H 0.7374 -1.3472 -2.6460  0.2412
H -2.7419 2.3683 4.6415  0.2172
C 2.0967 -2.9932 -3.0730  -1.1162
H 3.0601 -3.4058 -2.6098  0.2941
H -0.5777 0.9154 1.5877  0.3317
H -2.2042 1.2259 1.0188  0.2804
H -0.8606 1.8692 3.6378  0.3430
H 2.4498 -3.2011 -4.0770  0.3767
H -3.3446 3.2928 3.2772  0.2509
H -1.1966 2.9466 2.2522  0.2323
H -3.6369 1.4857 3.1324  0.2792
C -1.5857 0.9413 1.9578  -1.2293
C 1.8917 -1.4865 -2.6484  -0.2340
H 2.5225 -0.1982 -4.1152  0.2123
H 3.6422 -1.2157 -3.4086  0.2322
C -1.5519 2.1002 2.9204  -0.2723
H -1.9255 0.0015 2.3961  0.3906
C -3.0156 2.3491 3.5562  -0.8236

What is the stability order? It is x, y, w, from most stable to least stable.

w.
An isolated ion of composition C5H6NO and charge +1. Source: the Open Molecules 2025 dataset; level of theory: ωB97M-V/def2-TZVPD.

Output
Total charge: +1
LUMO energy (spin up / spin down) in eV: -8.32 / -8.32
HOMO level (spin up / spin down) in hartree: -0.55852 / -0.55849
Gap between HOMO and LUMO (spin up / spin down) in Eh: 0.253 / 0.253

Last column: Mulliken charge in e.
Positions of all 13 atoms, in Å:
C 0.5981 1.1276 0.3059  -0.1999
H -1.5412 1.4041 1.0012  0.3691
O 3.9291 0.8364 0.5034  -0.4287
C 2.5926 -0.7413 -0.5778  0.0179
C 0.3657 0.0867 -0.3533  0.5365
H -0.7295 2.9291 0.7791  0.3512
H 0.7228 -1.3248 -1.7111  0.3449
H -1.1144 1.8167 -0.5794  0.3156
H 0.5309 -2.1025 -0.2436  0.3455
N 3.2115 0.1096 -0.0241  0.4899
H 1.4863 1.4394 0.8858  0.3908
C 0.9924 -1.0246 -0.6815  -0.4814
C -0.8084 1.9125 0.4685  -1.0513

x.
An isolated ion of composition C5H6NO and charge +1. Source: the Open Molecules 2025 dataset; level of theory: ωB97M-V/def2-TZVPD.

Output
Total charge: +1
LUMO energy in eV: -4.93
SMILES: Oc1ccc[nH+]c1
HOMO level in hartree: -0.55752
Gap between HOMO and LUMO in Eh: 0.376

Last column: Mulliken charge in e.
Positions of all 13 atoms, in Å:
N 0.7956 1.2413 0.1022  -0.0098
H 0.8728 0.9410 -1.9711  0.4266
C -0.2751 -0.3156 1.4421  -0.5258
C -0.5488 -1.0515 0.3165  -0.0057
C -0.1403 -0.6039 -0.9286  0.1565
C 0.3977 0.8488 1.3048  -0.2122
H -1.3923 -1.2042 -2.1970  0.3657
C 0.5412 0.5595 -1.0184  -0.2208
H 0.6160 1.4576 2.1672  0.3900
O -0.4480 -1.3387 -2.0358  -0.4845
H 1.2953 2.1211 0.0294  0.2806
H -1.0858 -1.9873 0.3910  0.4392
H -0.6284 -0.6681 2.3976  0.4003

What is the stability order? It is x, w, from most stable to least stable.